Entry from OMol25: C28H21Br2N3O4S5Ta as an isolated structure (ωB97M-V/def2-TZVPD).

```
64
Properties=species:S:1:pos:R:3
Ta 0.713 0.768 -1.292
S -1.091 1.472 -3.035
S -1.747 3.325 -2.562
S 0.081 4.389 -2.076
S 1.491 3.004 -2.376
C -4.973 1.486 0.419
C -4.261 0.644 -0.421
C -2.885 0.757 -0.539
C -2.197 1.728 0.173
C -2.910 2.573 1.022
C -4.285 2.450 1.143
N -0.757 1.848 0.062
N -0.305 2.764 0.806
C 1.046 2.905 0.854
C 1.573 3.853 1.753
C 2.929 3.920 1.922
C 3.753 3.036 1.200
C 3.235 2.135 0.303
C 1.846 2.051 0.074
H -6.048 1.393 0.509
H -4.775 -0.119 -0.994
H -2.353 0.089 -1.192
H -2.386 3.335 1.579
H -4.820 3.121 1.804
H 0.891 4.492 2.298
H 3.366 4.631 2.612
H 4.826 3.069 1.358
H 3.902 1.474 -0.234
Br 0.064 -3.071 -3.663
C -0.702 -3.245 -1.952
C -1.169 -4.511 -1.567
C -1.741 -4.690 -0.348
Br -2.346 -6.432 0.121
C -1.896 -3.609 0.547
C -2.510 -3.709 1.816
C -2.636 -2.597 2.594
C -2.145 -1.373 2.103
N -1.561 -1.249 0.945
C -1.418 -2.331 0.154
C -0.773 -2.137 -1.128
O -0.290 -0.974 -1.512
H -1.064 -5.337 -2.256
H -2.877 -4.669 2.151
H -3.105 -2.642 3.569
H -2.244 -0.464 2.692
C 2.046 -2.132 2.662
C 2.314 -2.437 1.336
C 1.913 -1.573 0.322
C 1.227 -0.377 0.584
C 1.003 -0.088 1.931
C 1.389 -0.943 2.952
H 2.348 -2.804 3.456
H 2.832 -3.354 1.078
H 2.144 -1.870 -0.696
H 0.481 0.821 2.210
H 1.171 -0.679 3.981
C 3.770 0.745 -4.181
S 2.713 -0.290 -3.222
O 1.342 -0.073 -3.677
O 3.247 -1.616 -3.237
O 2.718 0.314 -1.830
H 3.751 0.363 -5.199
H 4.775 0.685 -3.769
H 3.369 1.756 -4.137
```

The energy relative to the best compared isomer or geometry (same formula, charge and spin) comes out at 31.3 kcal per mole. The total energy is -8740.99826 Ha. Its HOMO energy is -4.095 eV. As for the charge: -1.



Entry from OMol25: a 2-piece molecular cluster, C7H12O2 overall in a non-equilibrium geometry (ωB97M-V/def2-TZVPD).

```
21
Properties=species:S:1:pos:R:3
C 0.810 1.066 -0.852
C -0.086 1.333 0.113
C -1.505 0.966 0.003
C -2.010 -0.108 0.633
C -2.428 2.013 -0.553
H 0.611 0.329 -1.622
H 1.804 1.497 -0.806
H 0.146 2.104 0.844
H -3.068 -0.347 0.596
H -1.385 -0.825 1.153
H -1.998 3.020 -0.520
H -2.681 1.793 -1.595
H -3.368 2.073 0.006
C 2.809 -1.526 0.675
O 1.453 -1.808 1.018
C 0.654 -2.268 -0.019
O -0.332 -2.961 0.143
H 3.309 -2.407 0.264
H 3.338 -1.213 1.579
H 2.846 -0.716 -0.059
H 1.079 -2.014 -1.002
```

The energy relative to the best compared isomer or geometry (same formula, charge and spin) comes out at 45.2 kcal per mole. The total energy is -424.32399 Ha. Its SMILES is C=CC(=C)C.COC=O. Its HOMO energy is -9.277 eV.



Entry from OMol25: an isolated ion of composition C5H16N2OP and charge +1 in a non-equilibrium geometry (ωB97M-V/def2-TZVPD).

```
25
Properties=species:S:1:pos:R:3
C -0.321 -2.502 0.159
C -0.841 -1.145 -0.139
N -0.069 0.087 0.165
C -0.199 0.459 1.624
C -0.488 1.280 -0.663
C -1.963 1.566 -0.513
P 1.727 -0.490 0.337
N 2.122 0.117 -1.504
O 2.436 0.797 0.995
H 0.534 -2.794 -0.340
H 0.051 -2.647 1.178
H -1.191 -3.183 0.117
H -1.901 -1.064 0.287
H -0.844 -1.086 -1.215
H -1.195 0.599 1.903
H 0.285 -0.196 2.247
H 0.382 1.401 1.881
H 0.101 1.978 -0.303
H -0.228 1.088 -1.706
H -2.470 1.837 0.439
H -2.132 2.418 -1.132
H -2.534 0.729 -1.020
H 2.950 0.732 -1.462
H 2.353 -0.552 -2.190
H 3.436 0.570 0.857
```

The energy relative to the best compared isomer or geometry (same formula, charge and spin) comes out at 7.3 kcal per mole. The total energy is -725.92217 Ha. Its SMILES is CC[N+](C)(CC)P(N)O. Its HOMO energy is -13.429 eV. As for the charge: +1.



Entry from OMol25: a 10-piece molecular cluster, C35H40BrF3N10O5S2 overall in a non-equilibrium geometry (ωB97M-V/def2-TZVPD).

```
96
Properties=species:S:1:pos:R:3
C 3.012 4.093 0.288
S 2.477 4.753 -1.305
O 3.360 4.170 -2.292
O 2.631 6.184 -1.306
C 0.829 4.177 -1.718
C 0.667 2.810 -1.888
C 1.776 1.782 -1.712
O 1.880 1.017 -2.932
C 1.893 -0.308 -2.728
F 2.892 -0.656 -1.897
F 2.087 -0.913 -3.899
F 0.735 -0.790 -2.248
C -0.563 2.289 -2.208
C -1.612 3.138 -2.383
C -1.497 4.517 -2.223
C -0.261 5.034 -1.869
C -0.127 6.535 -1.652
C 0.142 7.339 -2.944
C 1.152 6.712 -3.929
Br 0.308 6.243 -5.658
C -2.741 5.329 -2.456
O -2.778 6.496 -2.782
C -4.058 4.611 -2.315
C -4.159 3.304 -2.474
N -5.441 2.611 -2.380
C -5.780 2.295 -3.520
S -6.042 1.760 -4.957
C -2.941 2.486 -2.757
O -2.950 1.372 -3.228
H 2.399 3.223 0.547
H 4.054 3.800 0.164
H 2.870 4.852 1.058
H 2.722 2.187 -1.374
H 1.426 1.104 -0.918
H -0.700 1.224 -2.337
H 0.566 6.775 -0.849
H -1.102 6.873 -1.286
H -0.797 7.479 -3.482
H 0.480 8.350 -2.695
H 1.625 5.799 -3.589
H 1.888 7.467 -4.193
H -4.978 5.157 -2.083
C 3.096 -3.298 -0.039
C 3.077 -3.542 1.390
N 3.063 -3.684 2.528
H 3.644 -2.385 -0.271
H 3.568 -4.112 -0.582
H 2.089 -3.185 -0.431
C -7.520 5.791 -4.336
C -7.307 6.122 -2.935
N -7.129 6.378 -1.831
H -8.044 4.841 -4.440
H -8.116 6.554 -4.834
H -6.573 5.708 -4.868
C 1.018 -1.188 3.098
C 0.484 -0.304 2.072
N 0.080 0.396 1.255
H 1.311 -0.634 3.989
H 0.284 -1.933 3.405
H 1.894 -1.720 2.736
C -7.362 3.378 0.143
C -7.288 3.221 1.588
N -7.230 3.097 2.727
H -6.891 4.305 -0.181
H -6.863 2.559 -0.370
H -8.396 3.400 -0.200
C 4.856 -6.758 3.591
C 4.553 -8.170 3.762
N 4.310 -9.283 3.896
H 4.008 -6.214 3.175
H 5.111 -6.284 4.539
H 5.699 -6.609 2.917
C 2.552 -5.572 6.598
C 3.840 -5.277 7.212
N 4.855 -5.046 7.695
H 2.487 -6.614 6.287
H 1.735 -5.384 7.293
H 2.381 -4.957 5.714
C 1.589 -5.142 -3.625
C 1.590 -5.384 -2.190
N 1.591 -5.571 -1.058
H 2.133 -4.230 -3.871
H 2.060 -5.964 -4.162
H 0.574 -5.035 -4.005
C -2.852 -2.552 1.026
C -2.686 -2.196 2.427
N -2.546 -1.911 3.530
H -3.455 -3.452 0.918
H -3.344 -1.752 0.474
H -1.889 -2.738 0.552
C 5.113 -11.669 6.542
C 5.078 -11.839 7.988
N 5.050 -11.973 9.127
H 5.690 -10.790 6.259
H 5.567 -12.531 6.054
H 4.112 -11.548 6.132
```

The energy relative to the best compared isomer or geometry (same formula, charge and spin) comes out at 0.0 kcal per mole. The total energy is -5951.30923 Ha. Its SMILES is CS(=O)(=O)c1c(COC(F)(F)F)cc2c(c1CCCBr)C(=O)C=C(N=C=S)C2=O.CC#N.CC#N.CC#N.CC#N.CC#N.CC#N.CC#N.CC#N.CC#N. Its HOMO energy is -10.012 eV.



| no. | LUMO energy (hartree) |
| --- | --- |
| 1 | 0.0585 |
| 2 | 0.0320 |
| 3 | -0.1134 |
| 4 | -0.0681 |